Formula: C32H53BrF3N4O14PS3
Source: the OMol25 dataset
Level of theory: ωB97M-V/def2-TZVPD

Last column: Mulliken charge in e.
Atoms and positions in Å:
1 H -4.624 1.845 0.450  0.40
2 N -5.342 2.405 -0.029  -0.75
3 C -5.055 2.397 -1.267  0.02
4 C -3.844 1.685 -1.957  -1.06
5 C -3.416 0.330 -1.317  0.39
6 C -2.420 0.405 -0.235  -0.05
7 C -1.899 -0.809 0.450  0.16
8 C -2.389 -2.103 0.031  0.10
9 C -1.885 -3.424 0.670  -1.55
10 C -0.827 -4.063 -0.366  -0.50
11 C 0.647 -3.581 -0.083  -0.64
12 N 1.001 -2.351 -0.856  -0.51
13 C -3.394 -2.172 -1.074  0.39
14 N -3.810 -3.493 -1.480  -0.20
15 C -3.925 -1.004 -1.763  0.53
16 P -5.138 -0.997 -3.178  0.18
17 O -6.303 0.179 -2.789  -0.48
18 Br -6.321 -2.903 -3.301  -0.22
19 C -0.813 -0.602 1.558  0.11
20 O -0.770 -1.252 2.574  -0.49
21 C 0.190 0.562 1.254  0.33
22 C 1.676 0.350 1.664  -1.34
23 C 2.004 0.850 3.150  -0.39
24 C 2.757 2.244 3.008  -0.27
25 C 3.481 2.719 4.323  -1.00
26 N 4.519 3.782 4.031  -0.33
27 C 4.079 4.691 3.018  0.58
28 C 2.878 5.669 3.164  -0.82
29 O 4.656 4.683 1.938  -0.51
30 C -0.279 1.673 0.620  0.35
31 C 0.639 2.861 0.222  -0.54
32 O 0.079 4.172 0.490  -0.35
33 C 0.035 4.959 -0.620  0.75
34 F -0.432 6.189 -0.227  -0.29
35 F 1.314 5.178 -1.113  -0.24
36 F -0.797 4.525 -1.603  -0.20
37 C -1.805 1.764 0.247  -0.47
38 O -2.427 2.788 0.368  -0.50
39 H -5.729 2.998 -1.942  0.36
40 H -2.918 2.329 -1.992  0.23
41 H -4.120 1.527 -3.039  0.58
42 H -1.326 -3.295 1.626  0.39
43 H -2.723 -4.143 0.896  0.46
44 H -1.136 -3.656 -1.372  0.25
45 H -0.929 -5.173 -0.292  0.32
46 H 0.891 -3.467 1.003  0.31
47 H 1.322 -4.408 -0.467  0.43
48 H 1.199 -2.683 -1.803  0.27
49 H 1.892 -2.013 -0.484  0.17
50 H -4.024 -4.093 -0.686  0.26
51 H -3.146 -3.930 -2.121  0.21
52 H -6.343 0.842 -3.499  0.36
53 H 1.884 -0.757 1.656  0.10
54 H 2.362 0.788 0.893  0.95
55 H 1.058 1.014 3.724  0.24
56 H 2.708 0.125 3.636  0.39
57 H 1.946 3.000 2.787  0.06
58 H 3.442 2.206 2.112  0.50
59 H 4.021 1.904 4.861  0.40
60 H 2.701 3.219 4.965  0.26
61 H 5.288 3.257 3.593  0.37
62 H 3.201 6.737 3.042  0.38
63 H 2.123 5.473 2.351  0.04
64 H 2.364 5.599 4.156  0.29
65 H 0.777 2.790 -0.899  0.49
66 H 1.664 2.832 0.657  0.27
67 C -5.761 -5.343 -8.101  -1.02
68 C -6.005 -5.985 -6.748  -0.12
69 O -4.988 -6.942 -6.415  -0.29
70 S -3.541 -6.395 -5.989  1.15
71 C -2.874 -7.927 -5.418  -0.97
72 O -3.692 -5.505 -4.875  -0.54
73 O -2.825 -6.006 -7.168  -0.61
74 H -4.855 -4.737 -8.093  0.30
75 H -6.595 -4.694 -8.374  0.39
76 H -5.635 -6.106 -8.871  0.27
77 H -6.087 -5.231 -5.961  0.15
78 H -6.949 -6.529 -6.773  0.27
79 H -3.430 -8.253 -4.541  0.31
80 H -1.830 -7.754 -5.160  0.36
81 H -2.940 -8.660 -6.219  0.34
82 C -0.531 -0.823 5.805  -0.76
83 C -0.806 -1.456 7.155  -0.58
84 O 0.199 -2.417 7.512  -0.24
85 S 1.641 -1.875 7.963  1.18
86 C 2.287 -3.408 8.554  -0.97
87 O 1.476 -0.978 9.069  -0.65
88 O 2.381 -1.496 6.794  -0.56
89 H 0.379 -0.223 5.828  0.20
90 H -1.355 -0.171 5.509  0.46
91 H -0.394 -1.589 5.042  0.26
92 H -0.900 -0.697 7.936  0.35
93 H -1.754 -1.994 7.114  0.30
94 H 1.713 -3.726 9.422  0.34
95 H 3.327 -3.241 8.831  0.37
96 H 2.230 -4.146 7.755  0.30
97 C 7.017 4.942 -4.880  -0.99
98 C 7.321 5.112 -3.403  -0.36
99 O 6.177 5.561 -2.666  -0.28
100 S 4.991 4.512 -2.387  1.24
101 C 4.081 5.489 -1.235  -0.54
102 O 5.534 3.368 -1.711  -0.66
103 O 4.206 4.373 -3.581  -0.63
104 H 6.296 4.141 -5.046  0.31
105 H 7.925 4.695 -5.433  0.39
106 H 6.587 5.856 -5.291  0.26
107 H 7.711 4.187 -2.970  0.32
108 H 8.091 5.874 -3.280  0.28
109 H 4.678 5.630 -0.337  0.33
110 H 3.169 4.949 -0.997  0.06
111 H 3.836 6.443 -1.698  0.36

Output
ΔE to the lowest compared entry with this formula, charge and spin	3.118	eV
M	981.863	g mol⁻¹
structure (SMILES)	[H]/N=C\Cc1c2c(c(CCCN)c(N)c1P(O)Br)C(=O)C(CCCCNC(C)=O)=C(COC(F)(F)F)C2=O.CCOS(C)(=O)=O.CCOS(C)(=O)=O.CCOS(C)(=O)=O
HOMO-LUMO gap	7.48	eV
total charge	0